Version 1
C4H2FNOS | ωB97M-V with the def2-TZVPD basis set

Output
SMILES   N#C/C(=C/F)C(=O)S
LUMO energy   -0.0342 Ha
Gap between HOMO and LUMO   9.6 eV

The geometry in ORCA input format:
```
! wB97M-V def2-TZVPD RIJCOSX def2/J DEFGRID3
* xyz 0 1
C -0.8193 0.9159 -0.0216
C -0.0302 -0.3449 0.1146
C -0.5476 -1.3723 -0.4872
C 1.3338 -0.4608 0.7027
H 1.2554 2.1070 0.3696
H 0.1589 -2.1498 -0.7659
N 2.5436 -0.7086 0.8250
O -2.0969 0.8580 -0.1511
F -1.7517 -1.3460 -1.0828
S -0.0461 2.5015 0.4969
*
```



Version 2
C4H2FNOS | ωB97M-V with the def2-TZVPD basis set

Output
SMILES   Fc1ccnc(=S)o1
LUMO energy   -0.0158 Ha
Gap between HOMO and LUMO   8.7 eV

The geometry in ORCA input format:
```
! wB97M-V def2-TZVPD RIJCOSX def2/J DEFGRID3
* xyz 0 1
C -0.8809 -0.9741 -0.0415
C -1.1444 0.3642 0.3208
C -0.0854 1.3118 0.0140
C 1.5138 -0.3559 -0.0554
H -2.2805 0.5875 0.4337
H 0.0318 2.3956 -0.4947
N 1.1513 0.9638 -0.1294
O 0.4345 -1.2423 -0.0922
F -1.6034 -1.9970 -0.0543
S 2.8631 -1.0537 0.0991
*
```



Out of the structures above, which one is the least stable? Solution: version 2.